No. 1
Molecular formula: C12H24O2
Method: DFT, wB97M-V/def2-TZVPD

Atoms and positions in Å:
O (1.52878, 1.93540, -0.55687)
O (-0.00986, 3.52097, -0.83422)
C (0.56433, 1.57697, 2.16743)
C (0.85190, -2.61328, -0.68245)
C (1.89770, -2.38806, -1.77507)
C (1.83027, -0.99819, -2.39817)
C (-0.72954, 0.76533, 2.11899)
C (-1.76848, -2.09391, 1.03920)
C (-1.62362, -3.00154, -0.18499)
C (0.47444, 2.89302, 1.39162)
C (0.73398, 2.70006, -0.07976)
C (-0.58110, -2.54874, -1.20782)
C (-1.14980, 0.37522, 0.70258)
C (-2.26095, -0.67825, 0.70436)
H (1.24746, 3.58016, 1.74667)
H (1.38336, 0.98928, 1.74759)
H (-1.50721, 1.26423, 0.17743)
H (2.88952, -2.53161, -1.33908)
H (0.19807, 3.39887, -1.77424)
H (-1.36499, -4.00692, 0.15866)
H (-0.49388, 3.37531, 1.52426)
H (-3.01846, -0.37153, 1.42959)
H (-0.58445, -0.13891, 2.71369)
H (-1.53435, 1.33748, 2.58827)
H (-0.81166, -1.53437, -1.53258)
H (-2.47936, -2.57114, 1.71795)
H (1.76985, -3.14189, -2.55662)
H (0.80330, 1.79300, 3.21038)
H (-2.74426, -0.69347, -0.27457)
H (-0.65844, -3.20029, -2.08279)
H (-0.81341, -2.04111, 1.56184)
H (2.65626, -0.85909, -3.09250)
H (0.99822, -1.86648, 0.09959)
H (1.89435, -0.22625, -1.63489)
H (-2.59463, -3.06787, -0.68365)
H (-0.28412, -0.00325, 0.16019)
H (1.01912, -3.59726, -0.23547)
H (0.90257, -0.86450, -2.94934)

Cartesian forces (eV/Å) of the 6 atoms listed first:
O 0.1 -0.1 0.0
O -0.4 0.5 -0.2
C -0.2 0.1 0.0
C 0.0 0.0 -0.3
C 0.0 0.1 0.1
C 0.1 -0.2 0.1

Properties
- HOMO level (eV) = -10.554
- E_LUMO (eV) = 0.8
- calculated total energy (eV) = -16929.4093
- SMILES = CCCCCCCCCCCC(=O)O
- spin multiplicity = 1
- orbital gap (eV) = 11.3
- strongest force on any atom (Eh/bohr) = 0.0128



No. 2
Molecular formula: C37H38AsIrN6O4SSe
Method: DFT, wB97M-V/def2-TZVPD

Atoms and positions in Å:
Ir (0.13363, -0.83137, 0.58437)
Se (-2.60097, -2.71817, -1.02523)
As (-0.72487, 0.89493, -1.30713)
S (2.19313, -0.66147, -0.95663)
O (1.85593, -0.66417, 2.25767)
O (2.86773, -0.01127, 4.11977)
O (1.12773, 3.06563, -0.75013)
O (2.61873, 4.58463, -1.05233)
N (2.19133, 3.61753, -0.47753)
N (-0.85027, 0.68523, 2.27097)
N (-0.85177, -2.59317, -0.69323)
N (-2.38167, -4.03057, -2.10763)
N (1.19793, -1.23097, 5.55127)
N (-0.77417, -2.50677, 2.16977)
C (1.97593, 0.42043, -2.29143)
C (-0.57257, -5.39537, -2.98683)
C (0.80353, 1.17213, -2.47913)
C (0.72543, 2.05333, -3.54393)
C (-1.78077, -0.12257, -2.58853)
C (-1.09507, -4.35417, -2.19313)
C (-1.68927, 2.59853, -1.30233)
C (2.95873, 3.03623, 0.58327)
C (-0.69077, 0.12363, 4.68347)
C (-2.18577, 4.68653, -0.21133)
C (2.93023, 1.41963, -4.26773)
C (-1.86157, -1.72557, -4.38943)
C (-0.21637, -3.55107, -1.38293)
C (4.17063, 3.59583, 0.97237)
C (-1.60697, 3.43063, -0.19193)
C (0.77143, -5.63367, -2.94823)
C (-3.90077, -0.80327, -3.52093)
C (-1.67927, -2.29987, 3.31807)
C (-1.13457, -0.97237, -3.48253)
C (2.47083, 1.89233, 1.19587)
C (-0.88697, -2.34427, 4.62727)
C (3.19553, 1.30703, 2.21977)
C (-2.39427, 3.02423, -2.42413)
C (-2.86747, 5.11453, -1.33943)
C (-2.97567, 4.28083, -2.43973)
C (0.08813, -1.18007, 4.57257)
C (4.39053, 1.88553, 2.64557)
C (4.87843, 3.01533, 2.01027)
C (3.03473, 0.54543, -3.20673)
C (-2.44177, -0.97157, 3.19717)
C (1.78303, 2.18893, -4.43143)
C (1.15513, -3.85517, -1.33763)
C (-3.24407, -1.63697, -4.41403)
C (-1.61377, 0.29153, 3.47167)
C (-3.17387, -0.05827, -2.60283)
C (2.60713, 0.10623, 2.89227)
C (1.62543, -4.88037, -2.11333)
H (-3.69337, 0.58783, -1.90113)
H (-0.36137, -3.29757, 4.71477)
H (5.81303, 3.44983, 2.32577)
H (-1.56567, -2.25317, 5.47537)
H (2.67153, -5.13737, -2.07523)
H (-1.24827, -5.97857, -3.58783)
H (0.56293, -1.20297, 3.58927)
H (3.92653, -0.04717, -3.06723)
H (-1.34407, -2.37357, -5.08223)
H (-0.05257, -1.05067, -3.46913)
H (-2.49297, 2.38343, -3.29413)
H (-3.31047, 6.09713, -1.36123)
H (-1.29967, 0.12053, 5.58917)
H (1.71533, 2.88973, -5.25013)
H (-2.43007, -3.09947, 3.33717)
H (4.53743, 4.47053, 0.45947)
H (1.19533, -6.41977, -3.55133)
H (-0.16487, 2.65773, -3.66523)
H (3.74373, 1.51063, -4.97013)
H (-0.00717, 0.97253, 4.74567)
H (2.09843, -0.70857, 4.93947)
H (-2.32027, 1.09933, 3.70987)
H (-2.86197, -0.90037, 2.19177)
H (1.52683, 1.46003, 0.87477)
H (0.09353, -2.93517, 2.48387)
H (-0.10447, 1.31963, 2.54727)
H (4.92253, 1.44393, 3.47277)
H (-1.47407, 1.20083, 1.64997)
H (-3.26837, -0.99897, 3.90667)
H (-2.09307, 5.33533, 0.64687)
H (0.98943, -0.73727, 6.41937)
H (1.80283, -3.29217, -0.68143)
H (-4.97767, -0.72747, -3.54363)
H (-3.80627, -2.20747, -5.13643)
H (-3.50517, 4.61593, -3.32073)
H (-1.04427, 3.10443, 0.67567)
H (-1.20007, -3.17127, 1.53247)
H (1.47073, -2.18477, 5.78587)

Cartesian forces (eV/Å) of the 6 atoms listed first:
Ir -0.3 0.3 -1.7
Se 0.1 0.3 0.3
As 0.9 -1.1 -0.8
S -1.5 -0.8 1.9
O -0.9 -0.6 -0.8
O 0.1 -0.2 0.4

Properties
- HOMO level (spin up / spin down) (eV) = -12.514 / -12.499
- E_LUMO (spin up / spin down) (eV) = -7.0 / -6.9
- total charge = +2
- calculated total energy (eV) = -195957.9272
- spin multiplicity = 1
- orbital gap (spin up / spin down) (eV) = 5.6 / 5.6
- strongest force on any atom (Eh/bohr) = 0.0493



No. 3
Molecular formula: C13H15F5O4PPtS3
Method: DFT, wB97M-V/def2-TZVPD

Atoms and positions in Å:
Pt (1.26681, 1.66519, -0.82948)
S (3.34063, 1.30025, -1.69045)
S (2.29895, 3.78986, -0.90883)
S (5.02641, 3.73329, -2.22876)
P (0.49933, -0.41548, -0.92521)
F (-3.41787, 1.90105, -0.14893)
F (0.70988, 1.89039, 2.18099)
F (-0.60381, 1.48730, 4.47246)
F (-3.32944, 1.30261, 4.52242)
F (-4.70977, 1.51551, 2.16940)
O (-0.51188, -0.74426, 0.26668)
O (1.51063, -1.66889, -0.90945)
O (-0.37111, -0.80171, -2.20609)
O (-0.72747, 2.11446, -0.24954)
C (0.70034, -0.71966, -4.38112)
C (-1.90793, -2.03167, 1.68689)
C (-1.29352, 1.94523, 0.90235)
C (-2.67717, 1.50018, 3.36029)
C (3.66816, 3.02204, -1.65959)
C (-2.69543, 1.82991, 0.98362)
C (2.19356, -2.05089, 1.40959)
C (-1.29810, 1.60518, 3.32942)
C (-0.26142, -0.04631, -3.42951)
C (2.62505, -1.67656, 0.00596)
C (-3.36931, 1.61678, 2.16933)
C (-0.63229, 1.82638, 2.14032)
C (-1.33803, -1.91438, 0.29233)
H (-1.27299, 0.00131, -3.83104)
H (0.06443, 0.96882, -3.19557)
H (-1.10830, -2.14162, 2.42015)
H (-2.12997, -1.79451, -0.44929)
H (-0.74099, -2.78923, 0.02239)
H (-2.48035, -1.13629, 1.93338)
H (0.34112, -1.70797, -4.67055)
H (3.10827, -0.69897, -0.00254)
H (3.31803, -2.40960, -0.40489)
H (-2.56757, -2.89856, 1.75382)
H (1.68061, -0.82394, -3.91442)
H (0.81790, -0.10969, -5.27840)
H (1.62763, -2.98453, 1.40435)
H (3.07412, -2.18271, 2.04077)
H (1.57291, -1.26831, 1.84675)

Cartesian forces (eV/Å) of the 6 atoms listed first:
Pt -0.1 -0.4 0.1
S 0.0 0.3 -0.1
S -0.1 -0.1 -0.1
S 0.0 0.0 0.0
P 0.0 0.0 0.1
F 0.0 0.0 0.0

Properties
- HOMO level (eV) = -5.029
- E_LUMO (eV) = 2.7
- total charge = -1
- calculated total energy (eV) = -80548.3086
- spin multiplicity = 1
- orbital gap (eV) = 7.7
- strongest force on any atom (Eh/bohr) = 0.0091



What is the formula in the first record?
C12H24O2



Repeat the third record exactly.
Molecular formula: C13H15F5O4PPtS3
Method: DFT, wB97M-V/def2-TZVPD

Atoms and positions in Å:
Pt (1.26681, 1.66519, -0.82948)
S (3.34063, 1.30025, -1.69045)
S (2.29895, 3.78986, -0.90883)
S (5.02641, 3.73329, -2.22876)
P (0.49933, -0.41548, -0.92521)
F (-3.41787, 1.90105, -0.14893)
F (0.70988, 1.89039, 2.18099)
F (-0.60381, 1.48730, 4.47246)
F (-3.32944, 1.30261, 4.52242)
F (-4.70977, 1.51551, 2.16940)
O (-0.51188, -0.74426, 0.26668)
O (1.51063, -1.66889, -0.90945)
O (-0.37111, -0.80171, -2.20609)
O (-0.72747, 2.11446, -0.24954)
C (0.70034, -0.71966, -4.38112)
C (-1.90793, -2.03167, 1.68689)
C (-1.29352, 1.94523, 0.90235)
C (-2.67717, 1.50018, 3.36029)
C (3.66816, 3.02204, -1.65959)
C (-2.69543, 1.82991, 0.98362)
C (2.19356, -2.05089, 1.40959)
C (-1.29810, 1.60518, 3.32942)
C (-0.26142, -0.04631, -3.42951)
C (2.62505, -1.67656, 0.00596)
C (-3.36931, 1.61678, 2.16933)
C (-0.63229, 1.82638, 2.14032)
C (-1.33803, -1.91438, 0.29233)
H (-1.27299, 0.00131, -3.83104)
H (0.06443, 0.96882, -3.19557)
H (-1.10830, -2.14162, 2.42015)
H (-2.12997, -1.79451, -0.44929)
H (-0.74099, -2.78923, 0.02239)
H (-2.48035, -1.13629, 1.93338)
H (0.34112, -1.70797, -4.67055)
H (3.10827, -0.69897, -0.00254)
H (3.31803, -2.40960, -0.40489)
H (-2.56757, -2.89856, 1.75382)
H (1.68061, -0.82394, -3.91442)
H (0.81790, -0.10969, -5.27840)
H (1.62763, -2.98453, 1.40435)
H (3.07412, -2.18271, 2.04077)
H (1.57291, -1.26831, 1.84675)

Cartesian forces (eV/Å) of the 6 atoms listed first:
Pt -0.1 -0.4 0.1
S 0.0 0.3 -0.1
S -0.1 -0.1 -0.1
S 0.0 0.0 0.0
P 0.0 0.0 0.1
F 0.0 0.0 0.0

Properties
- HOMO level (eV) = -5.029
- E_LUMO (eV) = 2.7
- total charge = -1
- calculated total energy (eV) = -80548.3086
- spin multiplicity = 1
- orbital gap (eV) = 7.7
- strongest force on any atom (Eh/bohr) = 0.0091



What did the first record say?
Molecular formula: C12H24O2
Method: DFT, wB97M-V/def2-TZVPD

Atoms and positions in Å:
O (1.52878, 1.93540, -0.55687)
O (-0.00986, 3.52097, -0.83422)
C (0.56433, 1.57697, 2.16743)
C (0.85190, -2.61328, -0.68245)
C (1.89770, -2.38806, -1.77507)
C (1.83027, -0.99819, -2.39817)
C (-0.72954, 0.76533, 2.11899)
C (-1.76848, -2.09391, 1.03920)
C (-1.62362, -3.00154, -0.18499)
C (0.47444, 2.89302, 1.39162)
C (0.73398, 2.70006, -0.07976)
C (-0.58110, -2.54874, -1.20782)
C (-1.14980, 0.37522, 0.70258)
C (-2.26095, -0.67825, 0.70436)
H (1.24746, 3.58016, 1.74667)
H (1.38336, 0.98928, 1.74759)
H (-1.50721, 1.26423, 0.17743)
H (2.88952, -2.53161, -1.33908)
H (0.19807, 3.39887, -1.77424)
H (-1.36499, -4.00692, 0.15866)
H (-0.49388, 3.37531, 1.52426)
H (-3.01846, -0.37153, 1.42959)
H (-0.58445, -0.13891, 2.71369)
H (-1.53435, 1.33748, 2.58827)
H (-0.81166, -1.53437, -1.53258)
H (-2.47936, -2.57114, 1.71795)
H (1.76985, -3.14189, -2.55662)
H (0.80330, 1.79300, 3.21038)
H (-2.74426, -0.69347, -0.27457)
H (-0.65844, -3.20029, -2.08279)
H (-0.81341, -2.04111, 1.56184)
H (2.65626, -0.85909, -3.09250)
H (0.99822, -1.86648, 0.09959)
H (1.89435, -0.22625, -1.63489)
H (-2.59463, -3.06787, -0.68365)
H (-0.28412, -0.00325, 0.16019)
H (1.01912, -3.59726, -0.23547)
H (0.90257, -0.86450, -2.94934)

Cartesian forces (eV/Å) of the 6 atoms listed first:
O 0.1 -0.1 0.0
O -0.4 0.5 -0.2
C -0.2 0.1 0.0
C 0.0 0.0 -0.3
C 0.0 0.1 0.1
C 0.1 -0.2 0.1

Properties
- HOMO level (eV) = -10.554
- E_LUMO (eV) = 0.8
- calculated total energy (eV) = -16929.4093
- SMILES = CCCCCCCCCCCC(=O)O
- spin multiplicity = 1
- orbital gap (eV) = 11.3
- strongest force on any atom (Eh/bohr) = 0.0128